Density functional theory data (wB97M-V/def2-TZVPD) for a molecular structure, C43H50N9TeY in a non-equilibrium geometry.

The geometry in ORCA input format:
```
! wB97M-V def2-TZVPD RIJCOSX def2/J DEFGRID3
* xyz -2 1
Te -2.27847 -0.70664 1.24323
Y 0.80381 -0.27769 0.21470
N 1.65718 -0.58733 -3.39067
N 2.25502 -0.49782 -2.19527
N 2.69397 -0.45360 8.32645
N 0.01174 -3.30669 1.56630
N -0.10783 0.89731 -1.82674
N 1.21731 2.96663 -0.36314
N 0.26975 -2.96502 -1.29612
N 2.22788 2.08081 -0.60835
N 2.62289 -3.21875 0.34610
C -0.95478 2.00940 2.35857
C 2.25754 -4.31668 1.24238
C -0.62402 -0.07301 -2.66819
C 1.30779 -3.95685 -1.58657
C -2.08378 -3.16505 -5.35961
C 0.23547 -0.80307 -3.48815
C 0.22507 3.25247 -1.36420
C 3.77245 -0.30666 -3.84628
C -1.29647 2.66149 -3.09174
C 3.52829 -0.32726 -2.45625
C -0.97752 -3.50527 -0.75402
C -1.90293 3.76542 3.82445
C 1.96367 1.14143 5.20353
C 1.10510 -4.02005 2.20531
C -1.98586 -0.42492 -2.72901
C -2.44912 -1.39347 -3.59218
C -1.00717 5.00178 -2.53097
C -0.07472 4.58500 -1.58886
C -0.77528 -4.11441 0.63927
C -1.31308 6.46642 -2.73334
C -1.59294 4.00510 -3.29261
C -2.18745 3.97280 1.46256
C -2.39253 4.50397 2.73599
C -0.40507 2.21009 -2.08877
C -0.22884 -1.76862 -4.36378
C 2.62972 3.26766 1.28792
C 1.43473 3.68266 0.76588
C -3.68585 0.82059 1.68892
C -0.26781 0.74990 2.10005
C 2.02710 -0.36773 2.20875
C 1.49493 1.32866 3.95546
C 0.29183 -0.82531 4.11529
C 3.07364 2.27159 0.39744
C 0.75340 -0.97513 5.38006
C -1.58175 -2.07720 -4.44078
C -1.22389 2.56497 3.65403
C 2.53676 -0.47527 -4.40542
C 2.24807 -0.28066 7.25495
C 1.70557 -0.07008 5.96930
C -4.10339 -1.80715 0.28776
C 2.70048 -3.60676 -1.04218
C 0.83549 0.21802 3.12537
C -1.49634 2.78094 1.28860
H -4.89160 -1.95048 1.04109
H -2.30959 4.27608 -4.06549
H -4.62803 0.29767 1.86528
H -1.78759 1.92457 -3.71367
H 1.44866 -3.40033 3.01988
H 0.34124 -1.76270 6.00800
H -1.35556 -3.38778 -6.14105
H 3.07847 3.57234 2.21944
H -3.77621 1.51736 0.85614
H 3.35456 -4.47406 -1.22483
H -2.13327 6.59555 -3.44276
H 0.45008 5.33091 -1.00137
H -2.66494 0.08223 -2.05348
H -1.70126 -2.69492 -0.70377
H -1.38139 2.38405 0.28717
H -3.50745 -1.64636 -3.58881
H -2.27415 -4.08985 -4.81051
H -3.01895 -2.87422 -5.84103
H 0.78396 -4.97535 2.64192
H -0.44899 7.01285 -3.12460
H -0.57832 -2.88719 2.27006
H -0.89274 2.01531 4.52394
H 3.41378 -2.68858 0.67258
H 2.82914 0.37566 2.23927
H -1.40402 -4.28340 -1.40225
H 1.97825 -5.16775 0.60834
H -0.54208 -1.44197 3.78818
H 0.68804 4.36554 1.14666
H 3.10915 -4.65492 1.83478
H 0.48891 -2.32287 -4.96562
H 0.99308 -4.91325 -1.16587
H -1.75806 -4.34521 1.05272
H 3.95648 1.65231 0.47228
H -1.60539 6.95056 -1.79624
H 4.71059 -0.16661 -4.36007
H 3.10015 -2.77118 -1.60969
H 0.06532 -2.44212 -2.12537
H -3.77305 -2.79838 -0.06564
H -0.26645 -5.07628 0.51594
H 1.65480 2.27622 3.45092
H 2.20809 -0.48426 -5.43590
H -2.56503 4.49962 0.58754
H 1.40405 -4.11894 -2.66625
H -3.35505 1.35665 2.58216
H -4.52528 -1.25233 -0.57200
H 2.46508 -1.25068 2.67878
H -2.07607 4.13169 4.83243
H 4.22365 -0.20632 -1.63606
H 2.51270 1.94281 5.69116
H -2.92745 5.43732 2.88015
*
```

As for the max |F|: 0.02057 Eh/bohr. The calculation puts the energy relative to the best compared isomer or geometry (same formula, charge and spin) at 271.89 kJ/mol. The HOMO energy is 0.55 eV.